a | 23
Properties=species:S:1:pos:R:3 method="wB97M-V/def2-TZVPD" e_homo_ev=-12.4 homo_lumo_gap_ev=9.63 total_charge=+1
H -0.58194 -1.41246 -1.38137
H 2.06668 -0.64683 2.56170
H 1.07723 1.18986 -1.21028
H -2.66239 -0.81894 0.65338
H -1.39775 -1.16529 2.46097
H -1.96564 1.12938 -1.76087
C -1.02683 0.78495 -1.20576
O 2.51437 2.21130 -0.82664
H 3.22311 1.70218 -1.07408
N 0.30374 0.94288 -1.91408
H 0.28042 1.75907 -2.60789
C -0.88554 -1.34964 1.43441
H 0.48329 0.05467 -2.29810
H -2.34630 -0.90783 -1.60782
H 0.64420 -1.00966 3.60439
O 1.16695 -0.35240 0.46747
C 0.48534 -0.74965 1.39790
N -1.66925 -0.69222 0.44393
C -1.43379 -0.83114 -1.00202
H -0.86126 1.29601 -0.25284
H -0.96367 -2.58143 1.40926
N 1.12666 -1.01491 2.63093
H 2.42236 2.46211 0.07741



b | 23
Properties=species:S:1:pos:R:3 method="wB97M-V/def2-TZVPD" e_homo_ev=-13.5 homo_lumo_gap_ev=11.01 total_charge=+1
H -1.76252 0.31260 1.30303
N -0.45753 -1.30146 1.81820
H -2.54197 -1.23198 1.41662
N -0.25978 -1.62780 0.38963
O 0.97872 2.31862 -1.54654
C 0.99327 -2.28919 0.18374
C -1.71114 -0.60472 1.88324
H -0.36709 -0.28526 -0.17993
H 1.80201 -2.01393 0.83156
H -0.76870 2.92049 -2.65011
C 0.19952 2.49295 -2.82063
N 1.12420 1.49781 0.58015
H -2.08987 -0.46967 2.87618
H 1.85403 2.18403 0.61707
H 1.16869 0.71337 1.18358
C 0.61716 1.49285 -0.65658
H -0.46832 -2.09624 2.52430
H 0.83169 -3.28700 0.62141
H 1.20753 -2.09826 -0.81450
O -0.29670 0.66495 -0.88246
H 0.64873 3.45201 -3.31569
H 0.27869 1.53787 -3.41870
H -0.98062 -2.28204 0.05645



Of the structures shown above, a is the most stable.